# 1
28
Properties=species:S:1:pos:R:3:forces:R:3 method="wB97M-V/def2-TZVPD" max_force_ev_per_a=3.38 e_above_lowest_kcal_mol=46.4 homo_energy_ha=-0.43255 e_lumo_ha=-0.140 homo_lumo_gap_ev=7.95 charge=+1
Rb -0.6127 13.2556 14.2094 0.1908 0.1073 0.1886
C 3.4909 12.9736 17.2334 -0.0970 0.0978 0.7428
C 4.1933 13.7501 16.1218 -0.4868 0.4916 -0.6666
O 3.7609 13.3789 14.7852 -0.9044 -0.5677 0.8262
O 2.0420 13.0899 17.3727 0.4474 -0.3833 -1.5606
H 3.7522 13.3026 18.2392 1.2787 0.4777 -0.3512
H 3.9242 11.9767 17.1520 -0.9457 -0.6180 -0.0969
H 5.2456 13.4734 16.1870 0.1013 0.2533 0.3792
H 4.0628 14.8258 16.2400 0.0962 0.0736 0.1056
H 4.2050 13.8743 14.0932 0.3312 0.2056 0.3808
H 1.8088 12.4897 18.0846 -0.0794 -0.0167 0.0829
C -5.5279 18.2712 15.7060 -0.5977 1.9794 -0.3047
C -4.3326 17.4070 15.5096 0.2219 1.0170 1.9623
C -3.1156 17.8646 16.3724 0.2995 -0.1175 -1.6280
O -1.9390 17.0730 15.9964 -1.4575 -0.3351 0.3346
C -0.8493 17.3921 16.8152 0.5598 0.7442 -0.0296
N -4.8601 16.1984 16.0524 1.2102 -3.0944 -0.6155
H -6.3936 17.9064 15.1532 0.2132 -0.1904 -0.0789
H -5.3849 19.3094 15.4063 0.0390 0.1602 0.1307
H -5.8082 18.2314 16.7586 -0.0274 0.2813 0.0730
H -4.0283 17.3719 14.4635 -0.0436 -0.4862 0.0132
H -3.2865 17.7495 17.4427 -0.2368 -0.0880 0.0587
H -2.9491 18.9199 16.1561 0.4490 0.1996 0.0712
H -0.5165 18.3755 16.4833 0.4132 0.2225 0.4338
H -0.0113 16.7007 16.7266 -0.1908 -0.2630 -0.5019
H -1.0685 17.4088 17.8828 -0.3884 0.1274 0.0993
H -4.0595 15.5827 16.0593 0.0682 -0.9629 -0.2150
H -5.0155 16.2535 17.0489 -0.4641 0.6848 0.1659

---

# 2
37
Properties=species:S:1:pos:R:3:forces:R:3 method="wB97M-V/def2-TZVPD" max_force_ev_per_a=2.12 e_above_lowest_kcal_mol=72.1 homo_energy_ha="-0.23141 / -0.22374" e_lumo_ha="0.097 / 0.006" spin_multiplicity=5 homo_lumo_gap_ev="8.95 / 6.25" charge=-1
Pd -0.8243 -0.5535 0.1078 -0.5929 0.5889 -1.9444
O -1.9648 -1.6729 3.6246 0.0219 0.0394 -0.0526
S -1.5054 -1.2709 2.3292 -0.6334 -0.4904 1.6438
O -1.5179 0.2176 2.1204 -0.0100 0.0814 -0.1497
O -0.0760 -1.7074 2.0658 0.2972 -0.0805 0.0148
O -2.2982 -1.8358 1.1991 0.0575 -0.2098 -0.2923
O -0.7392 3.5143 -0.8118 0.0655 -0.1200 0.0236
C -0.9419 2.3102 -0.7651 -0.4138 0.1144 -0.0898
O -0.0776 1.3704 -0.8851 0.4164 -0.3317 0.2760
C -2.3884 1.8261 -0.6123 0.1262 0.1111 -0.0877
C -3.4251 2.6892 -0.3003 -0.0086 0.0146 -0.0649
C -4.6926 2.1573 -0.1328 0.0506 -0.0113 0.0042
C -4.8892 0.7963 -0.3206 -0.0151 -0.0229 -0.1061
C -3.8046 0.0060 -0.6601 -0.1114 0.0597 -0.1068
N -2.5873 0.5239 -0.7933 0.1999 -0.0885 0.5851
H -3.2034 3.7396 -0.1786 0.0003 -0.0061 0.0157
H -5.5217 2.7929 0.1522 0.0027 0.0092 -0.0102
H -5.8634 0.3450 -0.1925 0.0011 0.0056 -0.0200
H -3.8944 -1.0586 -0.8296 0.0450 -0.0198 0.1272
C 4.3221 1.2251 0.6639 -0.4394 -0.1983 0.1672
Si 3.2057 -0.2766 0.3248 0.8899 -0.0429 -0.4319
C 3.8487 -1.8156 1.2129 -0.4192 0.2631 -0.0626
C 3.1523 -0.4922 -1.5411 -0.3691 0.0097 0.3324
Se 1.2254 0.3751 1.3905 0.5076 0.1931 -0.0505
H 5.3444 1.0494 0.3242 -0.0053 -0.0902 -0.0272
H 4.3442 1.4786 1.7259 0.0627 -0.0054 -0.0112
H 3.9247 2.0891 0.1269 0.0232 0.0019 -0.0130
H 4.8853 -2.0151 0.9357 0.0204 0.0717 -0.0612
H 3.2421 -2.6801 0.9379 -0.0205 0.0185 -0.0140
H 3.7929 -1.7000 2.2966 0.0348 0.0069 -0.0021
H 4.1678 -0.5251 -1.9429 0.0652 0.0529 0.1344
H 2.6251 0.3501 -1.9934 -0.0038 0.0011 -0.0151
H 2.6307 -1.4069 -1.8178 -0.0220 0.0037 0.0214
O -1.1751 -1.7852 -1.9764 0.2050 0.0139 0.1563
N -0.1188 -2.4758 -1.9570 0.0418 -0.2162 -0.0713
O 0.1294 -3.2938 -2.8382 -0.0768 0.2943 0.2529
O 0.6684 -2.2907 -0.9898 0.0064 -0.0211 -0.0705

---

# 3
91
Properties=species:S:1:pos:R:3:forces:R:3 method="wB97M-V/def2-TZVPD" max_force_ev_per_a=1.68 homo_energy_ha="-0.23958 / -0.22927" e_lumo_ha="-0.029 / -0.028" spin_multiplicity=2 homo_lumo_gap_ev="5.72 / 5.48"
Tc 0.1821 0.3794 -0.4865 -1.3197 -1.0235 0.1537
C 2.5204 -0.9249 -2.4699 -0.2423 0.1074 0.2449
P 0.6822 -1.0633 -2.3403 0.7939 0.2340 -0.1358
C 0.3665 -2.8421 -2.0595 0.4642 -0.0502 0.3836
C -1.0400 -3.0448 -1.7746 -0.4240 -0.3984 -0.1041
C -1.6469 -4.0693 -1.1788 0.0993 -0.0442 -0.0459
C -1.0168 -5.2370 -0.4919 -0.4900 -0.2379 -0.8559
C 0.4909 -5.4643 -0.6241 -0.1584 0.2325 0.5819
C 1.3459 -3.7610 -2.0372 0.0036 0.5859 -0.2808
C 0.0560 -0.8466 -4.0334 -0.1535 0.1918 0.3366
C 0.4342 -1.6845 -5.0762 0.0025 -0.0185 0.0375
C -0.0869 -1.4812 -6.3412 0.0656 -0.0578 -0.0352
C -0.9914 -0.4525 -6.5619 -0.0473 0.0525 0.0112
C -1.3716 0.3811 -5.5222 -0.0393 0.0477 -0.1458
C -0.8433 0.1884 -4.2583 0.0696 -0.0384 0.1506
C 2.9485 -0.9633 -1.0348 -0.0511 0.2672 0.1012
C 3.9716 -1.5975 -0.3648 0.1663 -0.1196 0.0685
C 3.7913 -1.3143 1.0091 0.0161 -0.0473 0.0355
C 2.6678 -0.5189 1.0946 0.1173 0.0600 -0.1186
C 2.0185 0.1285 2.2682 -0.3810 -0.0510 -0.2362
P 0.2183 -0.3668 2.3935 0.4363 -0.3446 0.4899
C -0.8584 1.1046 2.4958 0.2342 -0.2842 -0.0579
C -0.4400 2.4247 2.3692 0.2001 -0.2920 0.0199
C -1.3754 3.4429 2.3640 -0.2137 0.1927 0.1603
C -2.7227 3.1526 2.5092 0.2353 0.1059 -0.0074
C -3.1381 1.8424 2.6896 -0.0782 -0.1754 0.0633
C -2.2134 0.8187 2.6784 0.0434 0.1184 -0.0988
C 0.0787 -1.1367 4.0419 -0.0697 0.2471 -0.1822
C 0.1654 -2.5165 4.1749 0.0165 0.0572 -0.1541
C 0.0760 -3.0922 5.4288 0.0132 -0.0930 0.1217
C -0.1060 -2.2969 6.5490 0.0058 0.0175 -0.0065
C -0.1838 -0.9188 6.4175 0.0108 0.0093 0.1479
C -0.0874 -0.3374 5.1675 0.0527 0.0081 -0.1312
N 2.1504 -0.3021 -0.1446 0.7948 -0.2405 0.3608
H 2.7216 0.0486 -2.9341 -0.0132 -0.0789 -0.0269
H 2.9841 -1.6985 -3.0833 -0.0634 0.0431 -0.0218
H -1.6585 -2.2224 -2.1212 -0.2007 -0.0656 0.0361
H -2.7163 -4.0304 -1.0352 -0.1866 0.1029 -0.0391
H -1.6083 -6.1427 -0.6821 0.1269 0.1669 0.0323
H 0.7364 -6.5089 -0.4264 0.0204 0.1411 0.1438
H 2.3440 -3.5309 -2.3846 0.0204 0.0516 0.1470
H 1.1244 -2.4986 -4.8919 0.0092 -0.0411 -0.0174
H 0.2062 -2.1278 -7.1561 0.0122 -0.0380 -0.0470
H -1.4031 -0.3060 -7.5487 -0.0493 0.0242 -0.1077
H -2.0816 1.1766 -5.6932 -0.0558 0.0681 -0.0361
H -1.1197 0.8188 -3.4201 -0.0838 0.0382 -0.0467
H 4.7641 -2.1778 -0.7989 0.1246 -0.1509 -0.1083
H 4.3951 -1.6521 1.8304 0.1584 -0.0493 0.1301
H 2.0541 1.2188 2.1615 -0.0023 -0.0484 0.1209
H 2.5124 -0.1485 3.2023 -0.1348 0.0195 -0.0448
H 0.6064 2.6705 2.2569 0.0761 -0.0051 -0.0251
H -1.0472 4.4658 2.2500 0.0071 0.0728 -0.0276
H -3.4476 3.9503 2.4799 -0.1166 0.1094 0.0347
H -4.1840 1.6154 2.8329 -0.0908 0.0026 -0.0487
H -2.5251 -0.2114 2.7878 -0.0723 -0.0408 -0.0387
H 0.2987 -3.1375 3.2987 -0.0073 0.0149 0.0467
H 0.1458 -4.1646 5.5297 0.0017 -0.1009 -0.0049
H -0.1878 -2.7482 7.5267 -0.0003 -0.0492 0.0723
H -0.3222 -0.2988 7.2909 -0.0136 0.0525 0.0714
H -0.1460 0.7367 5.0532 -0.0584 0.0810 0.0743
C -4.2152 0.4298 -0.7441 0.0508 -0.0211 -0.0968
C -4.4821 1.7911 -0.8264 -0.1767 0.1084 0.0031
C -3.4409 2.6929 -0.8388 0.1518 0.1548 -0.1044
C -2.1151 2.2446 -0.8026 -0.3957 -0.8672 -0.0998
C -1.8106 0.8597 -0.7422 -0.3187 0.4745 -0.0333
C -2.9081 -0.0100 -0.7063 0.0035 -0.2289 0.0581
C -0.9643 3.1200 -0.7780 1.0594 -0.6786 0.0795
C -1.0868 4.5171 -0.8297 0.1953 0.7281 0.0947
C 0.0071 5.3236 -0.7205 -0.1569 -0.5350 -0.0216
C 1.2771 4.7236 -0.5713 -0.1001 -0.2097 0.0579
C 2.4352 5.4983 -0.3898 0.3246 0.0491 0.0384
C 3.6693 4.9144 -0.2613 -0.2357 0.5450 0.0251
C 3.7740 3.5275 -0.3452 -0.2694 -0.3254 -0.0870
C 2.6549 2.7481 -0.5164 0.4357 -0.2566 -0.0707
C 1.3667 3.3041 -0.6006 0.0808 0.5143 0.1163
N 0.2491 2.5022 -0.6784 -0.5467 1.0658 -1.0509
H -5.0310 -0.2803 -0.7086 -0.0609 -0.0405 -0.0193
H -5.5038 2.1376 -0.8804 -0.0757 0.0838 0.0498
H -3.6719 3.7472 -0.8766 -0.0532 0.1367 -0.0182
H -2.7230 -1.0736 -0.6096 -0.0393 -0.0288 0.0307
H -2.0692 4.9512 -0.9224 -0.0542 0.0031 -0.0542
H -0.0719 6.4021 -0.7464 -0.0596 0.0512 0.0196
H 2.3223 6.5722 -0.3416 0.0306 0.1104 -0.0178
H 4.5494 5.5212 -0.1020 0.0235 0.0443 -0.0224
H 4.7454 3.0576 -0.2830 0.0122 -0.0871 0.0159
H 2.7767 1.6817 -0.5945 -0.1358 -0.1916 0.0612
O 1.2770 -5.0720 -1.6932 -0.1934 0.0425 -0.2298
S 0.6245 -4.5342 1.0049 0.2168 -0.3685 -0.9771
O -0.9977 -4.9879 0.9214 0.2303 -0.0572 0.5153
O 1.3174 -5.3685 1.9554 0.3675 -0.6037 0.8374
S -0.4471 -1.6652 1.0530 0.1084 1.0481 -0.2412

---

# 4
62
Properties=species:S:1:pos:R:3:forces:R:3 method="wB97M-V/def2-TZVPD" max_force_ev_per_a=1.36 e_above_lowest_kcal_mol=50.8 homo_energy_ha=-0.26668 smiles="Cc1ccc(C(C)C)c(OCC(=O)Nc2ccc(N3CCN(S(C)(=O)=O)CC3)cc2)c1" e_lumo_ha=0.021 homo_lumo_gap_ev=7.81
C -7.9750 -2.3302 -0.4770 0.0359 -0.0088 0.0053
C -7.0419 -1.1589 -0.4157 -0.0636 0.1745 -0.0466
C -7.4591 0.1194 -0.7411 -0.0743 -0.1732 -0.0145
C -6.5770 1.1859 -0.6711 0.1756 -0.0435 0.0674
C -5.2626 1.0123 -0.2790 0.2464 -0.0319 0.1629
C -4.2641 2.1439 -0.2015 0.0031 0.1096 -0.0911
C -3.4416 2.1880 -1.4941 0.0309 -0.0231 0.2571
C -4.9055 3.5040 0.0641 0.1177 -0.2404 0.0643
C -4.8360 -0.2889 0.0349 -0.1856 0.1063 -0.1038
O -3.5163 -0.4099 0.3904 -0.2187 0.1398 -0.0763
C -3.0161 -1.6639 0.7851 0.1115 -0.4693 0.1473
C -1.5202 -1.5603 1.1249 -0.5653 0.1783 -0.1297
O -0.9596 -2.4693 1.6979 0.0398 -0.1885 0.0469
N -0.9686 -0.4055 0.7039 -0.2355 0.3911 -0.2730
C 0.3525 0.0442 0.8179 0.4367 -0.0513 0.1380
C 1.3743 -0.7174 1.3681 -0.2435 -0.0683 0.0018
C 2.6587 -0.2167 1.4412 0.1249 0.3174 0.0412
C 2.9735 1.0575 0.9677 -0.4196 -0.0527 0.2549
N 4.2482 1.6291 1.0862 0.2548 0.2224 0.1624
C 5.3254 0.8847 1.6992 0.0238 0.0576 0.0546
C 6.1052 0.0435 0.6519 0.2527 -0.2253 0.3284
N 5.4779 0.0917 -0.6475 -0.7299 -0.6540 -0.0561
S 4.4842 -1.1688 -1.0975 0.7502 -0.2456 -1.1079
C 5.4245 -1.8347 -2.4969 -0.5735 0.2245 0.7163
O 3.2399 -0.6802 -1.6133 0.0999 0.1099 -0.1394
O 4.4884 -2.1603 -0.0655 0.2263 -0.1076 0.2369
C 5.1630 1.4002 -1.1752 -0.0474 0.3687 -0.4096
C 4.7727 2.3713 -0.0398 0.0103 -0.1074 -0.0682
C 1.9307 1.8187 0.4314 0.0591 -0.0355 -0.0516
C 0.6488 1.3213 0.3531 0.0168 -0.1707 0.0022
C -5.7202 -1.3526 -0.0269 0.2727 -0.0489 0.0786
H -7.6175 -3.0630 -1.1996 -0.0417 -0.0803 -0.0363
H -8.0333 -2.8217 0.4933 -0.0601 -0.0700 0.0359
H -8.9738 -2.0156 -0.7679 -0.0751 -0.0297 -0.0135
H -8.4801 0.2903 -1.0496 -0.1109 -0.0067 -0.0250
H -6.9318 2.1717 -0.9266 -0.0152 0.1523 -0.0005
H -3.5872 1.9211 0.6311 -0.0638 0.0492 -0.0763
H -4.0887 2.4081 -2.3409 -0.0530 0.0202 -0.1016
H -2.9578 1.2311 -1.6757 0.0751 -0.0910 -0.0868
H -2.6776 2.9607 -1.4333 0.1100 0.0928 -0.0466
H -5.5765 3.4521 0.9183 -0.0882 0.0701 0.0729
H -5.4647 3.8509 -0.8015 -0.0967 0.0792 -0.0836
H -4.1318 4.2385 0.2783 0.0374 0.0921 -0.0108
H -3.1169 -2.4052 -0.0209 0.0011 0.0949 0.1050
H -3.5382 -2.0458 1.6716 0.1026 0.0650 -0.1082
H -1.6071 0.2454 0.2626 0.0335 -0.1984 0.1135
H 1.1655 -1.7113 1.7258 -0.0122 -0.0474 0.0175
H 3.4166 -0.8660 1.8450 0.0772 -0.0210 0.0274
H 6.0021 1.6186 2.1539 -0.0368 -0.1453 0.0063
H 4.9322 0.2606 2.4978 0.0566 0.0273 -0.0038
H 6.1308 -1.0075 0.9349 0.2142 0.1268 0.1749
H 7.1327 0.4108 0.5491 -0.0655 -0.0654 0.0341
H 6.3922 -2.1446 -2.1273 0.1780 -0.0325 0.0718
H 4.8770 -2.6800 -2.8930 -0.1436 -0.1354 -0.0526
H 5.5172 -1.0568 -3.2422 0.0216 0.1667 -0.1319
H 4.3206 1.2575 -1.8530 0.0993 0.2711 -0.0323
H 6.0220 1.7859 -1.7394 -0.1116 0.0332 0.0003
H 5.6538 2.9162 0.3128 -0.0887 0.0311 -0.0390
H 4.0498 3.0983 -0.4030 0.1196 0.0372 -0.0099
H 2.1124 2.8208 0.0751 0.0225 0.0897 0.0003
H -0.1348 1.9315 -0.0751 -0.0899 0.0804 -0.0412
H -5.3974 -2.3512 0.2246 0.0720 -0.1106 0.0412

---

# 5
22
Properties=species:S:1:pos:R:3:forces:R:3 method="wB97M-V/def2-TZVPD" max_force_ev_per_a=1.73 e_above_lowest_kcal_mol=45.1 homo_energy_ha=-0.31502 e_lumo_ha=0.035 homo_lumo_gap_ev=9.52
H 0.1234 -0.9014 -0.9857 -1.0437 -0.8672 -0.9277
N -0.3648 -1.4727 -1.7582 1.5732 0.1593 0.7086
C -1.5438 -1.1151 -1.9541 -0.8582 1.2953 0.3621
C -2.3529 -0.0999 -1.1539 -0.0949 -1.0142 -0.5800
C -2.7133 -0.2913 0.1087 0.1680 0.1538 -0.0474
H -2.0801 -1.4857 -2.8324 -0.0925 -0.2301 0.0595
H -2.8085 0.6856 -1.7473 0.0100 0.1829 0.0676
H -3.3955 0.3678 0.6230 -0.0557 0.1720 0.0062
H -2.3332 -1.1248 0.6793 0.0759 -0.1881 0.0192
C 2.0213 -0.7453 1.5262 -0.2314 0.1776 0.0411
C 0.8150 0.1829 1.4393 0.0962 -0.0308 0.0229
N 0.5280 0.5591 0.0611 -0.6080 0.6057 0.2187
C 1.4767 1.4937 -0.5186 0.0593 -0.0641 0.0478
H 2.9397 -0.2226 1.2716 0.1173 -0.0020 -0.0117
H 1.8959 -1.5828 0.8444 0.0157 -0.1068 -0.0577
H 2.1174 -1.1291 2.5390 0.0823 -0.0424 0.0774
H -0.0675 -0.3372 1.8201 0.0186 0.0438 0.0339
H 0.9837 1.0679 2.0750 -0.0496 -0.0685 -0.0076
H -0.4162 0.9671 0.0121 0.6593 -0.3113 0.0892
H 2.4407 0.9988 -0.6389 0.0271 0.1132 -0.0620
H 1.6171 2.3964 0.0923 0.0475 -0.0051 -0.0167
H 1.1169 1.7887 -1.5031 0.0834 0.0271 -0.0435

---

# 6
41
Properties=species:S:1:pos:R:3:forces:R:3 method="wB97M-V/def2-TZVPD" max_force_ev_per_a=2.64 e_above_lowest_kcal_mol=11.4 homo_energy_ha=-0.20905 e_lumo_ha=-0.024 homo_lumo_gap_ev=5.02
Ti 0.3528 0.3964 -0.3999 0.0284 -0.8112 -0.2085
O 1.7621 -1.6879 2.8858 0.1405 0.0927 0.6832
C 1.3344 -1.3191 1.6703 -0.0269 -1.4866 -1.3220
O 1.0574 -0.0749 1.4484 -0.4315 0.4293 -0.8054
C 1.1876 -2.2297 0.6091 0.3568 0.8528 1.7696
C 1.4759 -3.6148 0.5171 0.0675 -0.5583 -0.4694
C 1.3801 -4.2308 -0.7005 0.1831 -0.2491 1.0248
C 1.0402 -3.4864 -1.8605 -0.3715 1.2720 -0.4379
C 0.7315 -2.1619 -1.7054 0.0927 -1.1789 -1.2512
N 0.7187 -1.5751 -0.4966 -0.5615 2.5463 0.4402
C 0.4423 -1.1509 -2.8002 0.2267 -0.9350 -0.0412
O 0.3537 -1.4318 -3.9665 -0.0590 0.1304 0.0425
O 0.3461 0.0692 -2.2938 -0.0454 0.3956 0.5829
H 1.6820 -0.9162 3.4664 0.0259 -0.2055 -0.1117
H 1.7808 -4.1542 1.4037 0.0061 -0.0096 -0.0194
H 1.5930 -5.2875 -0.7891 0.0117 -0.0025 0.0268
H 1.0356 -3.9257 -2.8473 0.0046 0.0303 -0.0150
I -0.2978 3.3476 -2.7316 -0.0458 -0.0333 -0.0439
C 0.6588 3.6682 -0.9167 0.0113 0.2235 -0.0771
C 0.9369 4.9807 -0.5495 -0.0111 -0.0880 0.0160
C 1.5650 5.2179 0.6590 -0.0115 -0.0008 -0.0071
C 1.9136 4.1399 1.4578 0.0396 0.0165 -0.1272
C 1.6194 2.8718 1.0050 0.0036 -0.0672 0.2996
N 0.9864 2.6242 -0.1553 0.0007 -0.2486 0.1293
H 0.6515 5.7894 -1.2051 -0.0025 -0.0038 0.0046
H 1.7767 6.2322 0.9708 0.0008 -0.0007 -0.0035
H 2.4051 4.2704 2.4108 0.0094 -0.0038 -0.0128
H 1.8634 2.0001 1.5972 -0.0100 0.0003 -0.0077
C -2.3198 -1.2545 1.5052 0.0408 -0.0018 0.0164
C -2.7050 -0.3981 0.3031 0.0225 -0.0689 0.0064
C -2.8963 -1.2684 -0.9353 0.0074 -0.0147 -0.0227
C -1.6752 0.7021 0.0500 0.1424 -0.0819 -0.0038
H -3.0935 -1.9925 1.7307 0.0013 0.0222 -0.0135
H -2.1686 -0.6402 2.3963 0.0019 -0.0023 0.0030
H -1.3908 -1.7954 1.3077 0.0157 0.0075 -0.0027
H -3.6731 0.0710 0.5279 0.0173 0.0333 -0.0133
H -1.9844 -1.8306 -1.1537 0.0034 0.0111 0.0115
H -3.1343 -0.6639 -1.8127 -0.0067 0.0027 -0.0115
H -3.7037 -1.9906 -0.7910 0.0136 0.0225 0.0078
H -1.5817 1.3396 0.9481 0.0506 -0.0236 -0.0125
H -2.0271 1.3606 -0.7597 0.0569 -0.0127 -0.0235